No. 1
{
  "formula": "C21H43BO2P2W",
  "method": "ωB97M-V/def2-TZVPD",
  "symbols": ["P", "P", "C", "C", "H", "H", "H", "H", "C", "H", "H", "H", "C", "H", "H", "H", "C", "H", "H", "H", "C", "H", "H", "H", "W", "C", "C", "C", "C", "C", "C", "C", "C", "C", "H", "H", "H", "H", "H", "H", "H", "H", "H", "H", "H", "H", "H", "H", "H", "C", "C", "C", "O", "B", "O", "C", "C", "C", "H", "H", "H", "H", "H", "H", "H", "H", "H", "H", "H", "H"],
  "coordinates": [[-0.247199, -1.528886, -5.637455], [0.264971, 1.788190, -5.583759], [-0.432695, -0.474722, -7.171676], [0.421742, 0.813551, -7.157939], [-1.505475, -0.241695, -7.271521], [-0.156495, -1.109365, -8.027854], [1.493585, 0.600838, -7.300099], [0.110971, 1.495898, -7.964225], [-1.425404, 2.474802, -5.818939], [-1.649068, 3.164822, -4.992050], [-2.167594, 1.666251, -5.831092], [-1.457898, 3.030616, -6.765560], [1.203555, 3.336145, -5.827496], [0.794892, 3.880973, -6.689892], [2.261029, 3.089510, -5.990649], [1.088522, 3.953425, -4.921360], [-1.108273, -3.083821, -6.065598], [-0.957279, -3.788775, -5.234391], [-0.685371, -3.511583, -6.985293], [-2.180297, -2.879199, -6.195599], [1.476411, -2.101563, -5.956920], [2.177801, -1.257304, -5.931738], [1.525189, -2.588540, -6.940275], [1.762662, -2.832490, -5.188324], [-0.314776, -0.369325, -0.667672], [0.684085, 1.359917, -1.349327], [-0.744099, 1.496606, -1.579583], [-1.420688, 1.059322, -2.842349], [-2.006623, -0.372767, -2.849635], [-1.116670, -1.427387, -2.283087], [0.344892, -1.408363, -2.402600], [1.090419, -0.377896, -3.172827], [1.605579, 0.869425, -2.413233], [1.122325, -1.312640, 0.427382], [1.120934, 1.993489, -0.582424], [-1.296574, 2.179731, -0.931803], [-0.745433, 1.208881, -3.709538], [-2.259846, 1.750845, -3.073048], [-2.940019, -0.335634, -2.269420], [-2.341140, -0.633937, -3.869977], [-1.567307, -2.406591, -2.104245], [0.850769, -2.371036, -2.294514], [0.474823, -0.028659, -4.032764], [1.974255, -0.854434, -3.643880], [2.583941, 0.602227, -1.982256], [1.837735, 1.659394, -3.163797], [1.869341, -0.619915, 0.830323], [1.583815, -2.136101, -0.129935], [0.516401, -1.718006, 1.263988], [-1.126225, -0.236686, 4.189270], [-1.410106, 1.069977, 3.444358], [-2.544400, 1.759460, 4.174573], [-1.870006, 0.763937, 2.124399], [-0.724388, 0.798403, 1.302994], [0.361056, 1.474398, 1.925076], [-0.109235, 1.927788, 3.196360], [-0.394788, 3.421423, 3.073362], [1.008971, 1.757182, 4.208519], [-0.853628, -0.013137, 5.227875], [-0.325853, -0.837555, 3.733734], [-2.038626, -0.846354, 4.220164], [-3.425249, 1.107686, 4.178884], [-2.260599, 1.939209, 5.217123], [-2.812414, 2.715977, 3.715438], [-0.661512, 3.837354, 4.050304], [0.513024, 3.936337, 2.740198], [-1.197270, 3.641612, 2.359393], [1.351271, 0.720979, 4.304804], [1.865924, 2.376760, 3.921133], [0.664738, 2.110227, 5.187860]],
  "atomic_forces_ev_per_a": [[0.905, -0.440, -2.548], [-1.034, 0.673, -1.796], [-0.350, 0.697, 0.219], [0.253, -0.461, 0.109], [0.355, 0.034, -0.060], [-0.034, 0.079, 0.241], [-0.371, -0.059, -0.048], [0.053, -0.195, 0.134], [-0.037, -0.160, 0.368], [-0.041, -0.194, -0.298], [0.069, 0.283, 0.017], [-0.025, -0.158, 0.215], [0.425, -0.280, 0.245], [0.142, -0.167, 0.193], [-0.214, 0.310, 0.085], [0.153, -0.179, -0.361], [-0.567, 0.185, 0.490], [-0.170, 0.118, -0.310], [-0.090, 0.204, 0.224], [0.265, -0.278, 0.044], [0.176, 0.208, 0.777], [-0.119, -0.299, 0.013], [-0.147, 0.150, 0.233], [0.076, 0.174, -0.230], [-1.372, 1.320, 1.249], [-0.320, 0.493, -0.677], [0.991, 0.667, 1.106], [-0.811, 0.761, -1.167], [-0.862, 0.482, -0.155], [1.222, -1.735, -0.655], [-1.225, -1.663, -1.532], [0.876, 0.377, -1.178], [1.077, 0.044, -0.524], [0.984, 0.796, 0.856], [-0.119, -0.231, 0.209], [0.172, 0.021, -0.123], [-0.259, -0.191, 0.744], [0.390, -0.413, 0.440], [0.092, -0.140, -0.027], [0.244, 0.134, 0.240], [0.068, 0.188, 0.006], [-0.268, 0.227, 0.227], [0.649, -0.500, 1.182], [-0.386, 0.200, 0.414], [-0.369, 0.260, 0.104], [-0.237, -0.313, 0.317], [-0.052, -0.458, 0.360], [-0.148, 0.128, 0.066], [0.181, 0.022, 0.010], [0.004, -0.203, -0.012], [0.204, 0.168, 1.182], [-0.027, 0.432, 0.163], [1.612, -0.381, -2.101], [-0.150, 0.143, 2.740], [-1.359, -1.557, -1.972], [-0.396, 0.766, 0.918], [-0.065, 0.203, -0.031], [0.051, -0.200, 0.275], [0.046, -0.110, -0.259], [-0.128, 0.203, 0.067], [0.205, 0.157, -0.092], [0.197, 0.124, -0.048], [-0.065, 0.054, -0.144], [-0.012, -0.215, 0.078], [-0.058, -0.038, -0.198], [-0.134, -0.134, 0.011], [0.090, -0.082, 0.132], [-0.120, 0.206, -0.042], [-0.188, -0.119, -0.002], [0.099, -0.138, -0.116]],
  "charge": 2,
  "s_squared": 2.024,
  "lumo_energy_ha": [-0.2705, -0.3580],
  "multiplicity": 3
}

No. 2
{
  "formula": "C3H6OS2",
  "method": "ωB97M-V/def2-TZVPD",
  "symbols": ["C", "C", "C", "H", "H", "H", "H", "H", "H", "O", "S", "S"],
  "coordinates": [[-2.883625, -0.663270, -0.025887], [-0.302109, -0.377204, 0.740628], [0.996611, 0.136700, 0.182553], [-3.270274, -0.607731, 0.983634], [-3.601712, -0.501871, -0.852401], [-2.469233, -1.669713, -0.171472], [-0.219759, -1.462584, 0.702193], [-0.539332, 0.007006, 1.696942], [1.950126, 1.717320, 0.030702], [1.004860, 1.495495, 0.167532], [-1.501556, 0.443922, -0.333118], [2.329433, -0.695406, -0.236484]],
  "atomic_forces_ev_per_a": [[0.428, -0.774, -1.034], [0.919, 0.099, -1.704], [0.631, 0.997, 1.111], [-0.390, 0.302, -0.009], [0.048, 0.031, 0.848], [-0.360, 0.080, 0.037], [-0.649, 0.051, -0.073], [0.396, 0.117, 1.296], [-0.558, 0.175, -0.247], [0.672, -0.674, 0.170], [-0.750, -0.172, -0.393], [-0.387, -0.233, -0.003]],
  "lumo_energy_ha": 0.0063,
  "smiles": "CSCC(O)=S"
}

No. 3
{
  "formula": "C28H33BrCsF4N3O3P3Te",
  "method": "ωB97M-V/def2-TZVPD",
  "symbols": ["Cs", "F", "C", "C", "F", "C", "F", "C", "P", "C", "C", "C", "C", "C", "C", "C", "C", "C", "C", "C", "C", "C", "Br", "C", "F", "H", "H", "H", "H", "H", "H", "H", "H", "H", "H", "C", "C", "O", "P", "O", "Te", "O", "C", "C", "H", "H", "H", "H", "H", "H", "H", "H", "H", "H", "C", "N", "C", "N", "C", "N", "C", "P", "C", "C", "H", "H", "H", "H", "H", "H", "H", "H", "H", "H", "H", "H", "H"],
  "coordinates": [[0.578392, -0.617488, 0.153581], [7.616806, -1.388088, 3.331926], [6.365242, -0.960928, 3.326308], [5.598365, -1.036633, 4.473053], [6.112226, -1.542858, 5.584392], [4.290766, -0.582989, 4.443833], [3.591646, -0.697239, 5.573007], [3.704954, -0.046667, 3.304586], [1.976327, 0.593946, 3.304395], [1.992978, 1.839843, 4.632750], [1.771122, 1.575285, 5.983572], [1.806763, 2.606969, 6.907610], [2.072384, 3.906661, 6.495478], [2.288658, 4.179257, 5.153474], [2.236223, 3.150678, 4.224327], [1.035532, -0.829314, 3.958291], [1.447798, -2.146080, 3.759905], [0.624695, -3.206045, 4.117008], [-0.623320, -2.964537, 4.671597], [-1.047879, -1.656353, 4.862377], [-0.230211, -0.596739, 4.500426], [4.502507, 0.007569, 2.156516], [3.887908, 0.697029, 0.501291], [5.811930, -0.440526, 2.167405], [6.572252, -0.388058, 1.078296], [1.569587, 0.565673, 6.313808], [1.633670, 2.395829, 7.954609], [2.105021, 4.707356, 7.222494], [2.487867, 5.191526, 4.827910], [2.386592, 3.365302, 3.172081], [2.426507, -2.354554, 3.341832], [0.967327, -4.222434, 3.972478], [-1.259779, -3.790560, 4.959121], [-2.018308, -1.459083, 5.298901], [-0.573475, 0.420046, 4.654921], [1.371285, -0.623974, -6.108319], [-0.066372, -0.320905, -5.757259], [-0.138881, 0.278929, -4.443886], [-0.656119, -0.505517, -3.158623], [-0.526843, 0.448344, -2.009237], [-2.787131, -1.524214, -3.546173], [0.432625, -1.658086, -2.843692], [0.446380, -2.994541, -3.387641], [0.244368, -3.989638, -2.270498], [1.424025, -1.044023, -7.113277], [1.802418, -1.342993, -5.411790], [1.972922, 0.283747, -6.081234], [-0.697015, -1.212050, -5.784882], [-0.495910, 0.409007, -6.441990], [1.415871, -3.122939, -3.869193], [-0.337824, -3.094937, -4.138651], [1.020617, -3.881594, -1.509783], [0.298960, -5.006515, -2.660299], [-0.736916, -3.850211, -1.815193], [-5.212649, 2.606048, -2.713532], [-3.977334, 1.734497, -2.767702], [-2.987052, 2.378529, -3.737463], [-2.683786, 3.716323, -3.360371], [-3.908604, 4.502985, -3.274984], [-4.872702, 3.942036, -2.330058], [-4.389503, 4.049023, -0.946203], [-2.800305, 3.120752, -0.633273], [-3.406915, 1.552935, -1.393863], [-1.892975, 3.759135, -2.126589], [-5.905981, 2.155312, -2.004382], [-5.649702, 2.601886, -3.712273], [-4.138781, 0.776545, -3.138244], [-3.470179, 2.343193, -4.714772], [-2.097928, 1.757567, -3.748860], [-4.368446, 4.535272, -4.264477], [-3.663428, 5.519463, -2.970793], [-5.159443, 3.673347, -0.268599], [-4.252603, 5.106071, -0.714410], [-4.195405, 1.123134, -0.771844], [-2.599224, 0.827432, -1.471477], [-0.988555, 3.164394, -2.264209], [-1.588733, 4.789136, -1.931761]],
  "atomic_forces_ev_per_a": [[0.142, -0.369, 0.620], [0.002, -0.003, 0.002], [0.005, 0.000, -0.013], [-0.005, -0.001, 0.010], [0.005, 0.001, -0.001], [-0.008, -0.003, 0.014], [-0.003, 0.016, 0.008], [-0.007, 0.003, 0.006], [0.043, 0.006, -0.112], [-0.019, -0.043, 0.060], [-0.007, 0.006, -0.020], [0.003, 0.010, 0.001], [-0.003, -0.003, 0.008], [0.003, -0.004, -0.007], [0.017, 0.001, -0.006], [-0.013, 0.031, -0.027], [0.019, 0.000, -0.009], [-0.005, 0.002, -0.006], [0.006, 0.002, -0.002], [-0.005, -0.004, -0.002], [0.000, 0.010, -0.007], [0.014, 0.005, -0.006], [0.138, 0.054, 0.058], [-0.003, 0.004, -0.010], [-0.004, 0.001, -0.002], [0.005, -0.010, 0.008], [-0.001, -0.003, 0.000], [0.000, 0.001, 0.000], [0.001, 0.001, 0.000], [-0.001, 0.004, 0.001], [-0.003, 0.000, 0.007], [0.000, -0.001, 0.000], [0.000, 0.000, 0.000], [0.000, -0.001, 0.000], [0.000, -0.001, 0.002], [0.000, -0.005, -0.009], [0.012, 0.016, 0.039], [0.033, 0.035, -0.087], [-0.186, -0.340, -0.005], [-0.356, 0.329, -0.522], [0.126, 0.168, 0.050], [0.061, 0.072, 0.002], [0.002, 0.040, -0.013], [-0.003, -0.017, -0.010], [0.004, -0.002, -0.003], [-0.001, 0.003, -0.004], [-0.001, 0.000, -0.001], [-0.006, -0.008, -0.008], [0.002, -0.001, -0.006], [-0.008, -0.007, -0.004], [-0.017, 0.002, -0.009], [-0.002, 0.001, -0.002], [-0.002, 0.001, 0.004], [-0.002, -0.001, 0.003], [-0.009, 0.015, -0.003], [0.090, -0.041, 0.023], [0.009, -0.026, -0.011], [-0.020, 0.010, -0.002], [0.005, 0.001, -0.003], [0.003, -0.013, -0.025], [-0.007, -0.032, -0.032], [-0.085, 0.123, 0.049], [0.034, -0.103, -0.019], [-0.015, 0.006, 0.041], [0.003, -0.002, 0.002], [-0.005, -0.007, -0.004], [-0.076, 0.054, 0.016], [-0.010, 0.021, 0.010], [0.055, -0.054, 0.018], [-0.005, 0.005, 0.002], [-0.004, -0.002, 0.002], [0.003, 0.000, 0.005], [0.012, 0.003, 0.016], [0.005, 0.007, -0.021], [0.030, 0.040, -0.039], [0.010, -0.009, 0.002], [0.003, 0.003, -0.020]],
  "charge": 1,
  "lumo_energy_ha": -0.0799
}

No. 4
{
  "formula": "C31H26Br2NP2TeZn",
  "method": "ωB97M-V/def2-TZVPD",
  "symbols": ["Zn", "Te", "C", "C", "C", "N", "C", "C", "C", "P", "C", "C", "C", "C", "C", "C", "C", "C", "C", "C", "C", "C", "P", "C", "C", "C", "C", "C", "C", "C", "C", "C", "C", "C", "C", "H", "H", "H", "H", "H", "H", "H", "H", "H", "H", "H", "H", "H", "H", "H", "H", "H", "H", "H", "H", "H", "H", "H", "H", "Br", "C", "Br", "H", "H"],
  "coordinates": [[0.308485, 0.899944, -0.073272], [1.331005, 2.018124, 3.755657], [2.336667, 0.892868, 5.263239], [1.590147, 0.037027, 6.061604], [2.257733, -0.727785, 7.006269], [3.573964, -0.676131, 7.189210], [4.272442, 0.165203, 6.437936], [3.704471, 0.974471, 5.460317], [0.513737, 0.200443, 2.933329], [-0.995725, 0.620228, 2.116322], [-1.951188, -0.865507, 1.688240], [-2.500949, -0.964243, 0.412871], [-3.284296, -2.055236, 0.070794], [-3.543310, -3.037026, 1.014017], [-2.999023, -2.941363, 2.287828], [-2.192843, -1.867547, 2.624318], [-1.997869, 1.595681, 3.269084], [-2.332829, 2.902201, 2.925759], [-2.933837, 3.729849, 3.862392], [-3.190766, 3.254420, 5.138398], [-2.883063, 1.941619, 5.472487], [-2.289532, 1.107415, 4.541041], [1.567255, -0.496149, 1.695539], [1.123587, -2.244267, 1.488391], [0.891378, -2.762536, 0.218773], [0.553652, -4.098080, 0.062930], [0.471716, -4.924804, 1.173392], [0.704762, -4.411361, 2.442003], [1.013590, -3.071934, 2.605811], [3.309581, -0.471586, 2.197142], [4.062433, 0.657156, 1.869606], [5.379995, 0.755702, 2.284880], [5.949677, -0.270396, 3.026169], [5.208992, -1.401195, 3.335449], [3.892853, -1.512172, 2.914637], [0.514503, -0.019610, 5.958214], [1.716738, -1.412068, 7.651349], [5.341148, 0.186895, 6.623207], [4.320752, 1.648206, 4.880273], [-2.334713, -0.165982, -0.302471], [-3.705263, -2.136243, -0.923056], [-4.179086, -3.874264, 0.757709], [-3.211368, -3.706290, 3.023515], [-1.741200, -1.811105, 3.605911], [-2.113614, 3.268381, 1.929880], [-3.191784, 4.746920, 3.599384], [-3.632204, 3.907593, 5.879258], [-3.100696, 1.566789, 6.463952], [-2.046206, 0.086636, 4.802880], [0.993030, -2.119217, -0.647384], [0.361240, -4.496601, -0.924711], [0.219495, -5.969674, 1.049262], [0.642594, -5.059029, 3.307117], [1.164671, -2.661857, 3.597551], [3.619415, 1.449576, 1.280668], [5.964181, 1.629352, 2.027404], [6.977295, -0.192302, 3.356220], [5.655302, -2.205595, 3.904947], [3.329148, -2.404548, 3.145410], [1.083312, -0.366096, -3.022559], [-0.677837, 0.002775, -3.729187], [-1.595516, 1.339956, -2.676813], [-1.253821, -0.911973, -3.695260], [-0.566203, 0.379612, -4.736979]],
  "atomic_forces_ev_per_a": [[-0.001, -0.312, 0.546], [0.072, -0.609, 0.341], [-0.077, 0.232, -0.195], [0.008, 0.009, -0.002], [-0.015, 0.012, -0.051], [0.098, -0.093, 0.078], [-0.025, 0.006, 0.030], [-0.059, 0.124, 0.024], [-0.132, 0.640, -0.657], [0.049, -0.304, 0.348], [0.063, 0.131, -0.112], [0.033, 0.097, 0.083], [-0.052, -0.034, -0.033], [-0.026, -0.001, -0.046], [-0.012, -0.054, 0.077], [0.028, -0.020, -0.016], [0.167, 0.190, -0.342], [-0.009, -0.108, 0.002], [-0.036, 0.047, -0.006], [-0.009, 0.029, 0.007], [-0.002, -0.095, 0.000], [-0.064, 0.015, -0.041], [-0.063, -0.196, 0.338], [-0.027, 0.148, -0.085], [0.103, 0.067, 0.052], [-0.001, -0.058, -0.043], [-0.040, 0.024, -0.051], [-0.009, -0.052, 0.084], [-0.044, 0.029, -0.009], [-0.085, 0.232, -0.241], [0.058, -0.126, -0.041], [0.031, 0.018, -0.028], [0.006, -0.005, -0.004], [0.017, -0.076, -0.001], [-0.024, 0.049, -0.008], [-0.001, -0.077, -0.010], [-0.043, 0.028, -0.028], [-0.001, 0.055, -0.048], [0.019, -0.066, -0.037], [-0.015, -0.076, -0.033], [-0.015, 0.041, 0.008], [0.032, -0.023, 0.011], [0.046, -0.015, -0.012], [0.005, -0.018, 0.022], [0.021, 0.056, 0.023], [0.012, 0.001, 0.001], [-0.033, -0.006, -0.014], [0.001, 0.020, 0.002], [0.051, 0.010, 0.043], [-0.078, -0.039, -0.027], [0.024, 0.006, -0.001], [0.005, -0.001, 0.014], [-0.023, 0.016, 0.001], [-0.042, -0.003, 0.009], [0.004, 0.034, 0.038], [-0.005, 0.001, -0.008], [0.006, -0.003, -0.009], [0.006, 0.005, 0.000], [0.052, 0.009, 0.022], [-0.097, 0.041, -0.056], [0.094, 0.030, 0.139], [0.055, -0.027, -0.084], [-0.010, 0.007, 0.019], [0.009, 0.040, 0.016]],
  "charge": 1,
  "lumo_energy_ha": -0.1507
}

Record order is preserved below.
Strongest force on any atom: 2.86, 1.94, 0.74, 0.93 eV/A
Record order is preserved below.
Relative energy (zero: lowest compared OMol25 entry of this formula, charge and spin): 0.00, 81.17, 0.00, 30.18 kJ/mol